Model P:
# C2H8NO2

A cluster of 2 separate species, C2H8NO2 in total (ωB97M-V with the def2-TZVPD basis set, OMol25).

Calculated values
M (g mol⁻¹): 78.09
Lowest unoccupied orbital energy (eV): 4.45
Orbital gap (eV): 7.77
Charge: -1

Positions of all 13 atoms, in Å:
C1 -0.075 1.623 -1.790
O1 -1.055 0.603 -1.741
H1 -0.518 2.455 -2.158
H2 0.509 1.836 -0.746
H3 0.805 1.209 -2.387
N1 0.484 -1.352 2.237
C2 0.201 -0.986 0.840
O2 -0.925 -0.311 0.682
H4 0.101 -0.646 2.777
H5 -0.095 -2.202 2.456
H6 1.156 -0.424 0.386
H7 0.318 -1.965 0.185
H8 -0.907 0.161 -0.742

---

Model Q:
# C2H8NO2

A cluster of 2 separate species, C2H8NO2 in total (ωB97M-V with the def2-TZVPD basis set, OMol25).

Calculated values
M (g mol⁻¹): 78.09
Lowest unoccupied orbital energy (eV): 4.39
Orbital gap (eV): 7.34
Charge: -1

Positions of all 13 atoms, in Å:
C1 2.362 0.666 -0.120
O1 2.219 -0.368 0.817
H1 3.413 0.855 -0.315
H2 1.869 1.554 0.262
H3 1.865 0.391 -1.045
N1 -2.689 -0.722 0.117
C2 -1.310 -0.330 -0.303
O2 -0.381 -0.497 0.618
H4 -3.342 0.038 0.041
H5 -2.670 -0.960 1.098
H6 -1.417 0.756 -0.644
H7 -1.161 -0.825 -1.289
H8 1.243 -0.558 0.763

---

Model R:
# C2H8NO2

A structure of composition C2H8NO2 (ωB97M-V with the def2-TZVPD basis set, OMol25).

Calculated values
M (g mol⁻¹): 78.09
Lowest unoccupied orbital energy (eV): 3.53
Orbital gap (eV): 6.89
Charge: -1

Positions of all 13 atoms, in Å:
C1 0.490 -0.422 -0.301
O1 -0.282 -1.088 -1.239
C2 0.154 1.065 -0.207
N1 1.195 2.154 1.048
H1 0.259 -0.862 0.678
H2 1.565 -0.576 -0.469
H3 -0.575 1.452 -0.918
H4 -0.177 1.318 0.832
H5 0.666 3.028 0.895
H6 1.136 1.700 -0.300
H7 -1.792 -3.517 0.421
H8 -0.947 -1.682 -0.746
O2 -1.693 -2.570 0.305

---

Which one sits at the top of the stability order? model Q does.

---

Model P:
# C2H13N3O3

A cluster of 4 separate species, C2H13N3O3 in total (ωB97M-V with the def2-TZVPD basis set, OMol25).

Calculated values
M (g mol⁻¹): 127.14
Lowest unoccupied orbital energy (eV): 0.15
Orbital gap (eV): 8.87
SMILES: [H]/N=C(\N)NC.O.O.O

Positions of all 21 atoms, in Å:
H1 0.269 -1.539 -2.147
N1 0.948 -1.050 -1.587
C1 0.607 0.087 -1.128
N2 -0.544 0.809 -1.391
N3 1.478 0.740 -0.274
C2 2.871 0.346 -0.233
H2 -0.633 1.752 -1.071
H3 -1.112 0.407 -2.107
H4 1.260 1.636 0.118
H5 2.972 -0.713 0.032
H6 3.340 0.363 -1.220
H7 3.324 0.897 0.581
O1 -0.931 -1.451 1.414
H8 -0.554 -2.331 1.561
H9 -1.849 -1.706 1.264
O2 -3.696 0.244 -0.656
H10 -3.640 -0.527 -0.084
H11 -3.491 -0.098 -1.531
O3 0.341 0.472 3.038
H12 0.817 1.049 2.431
H13 0.052 -0.252 2.456

---

Model Q:
# C2H13N3O3

A structure of composition C2H13N3O3 (ωB97M-V with the def2-TZVPD basis set, OMol25).

Calculated values
M (g mol⁻¹): 127.14
Lowest unoccupied orbital energy (eV): 0.26
Orbital gap (eV): 10.29

Positions of all 21 atoms, in Å:
H1 -0.882 0.177 -0.460
O1 -1.570 0.972 0.075
N1 0.185 -0.521 -0.834
H2 -1.836 0.637 0.939
H3 0.129 -1.381 -1.355
C1 1.238 -0.277 -0.149
N2 2.219 -1.290 -0.021
H4 3.155 -0.920 0.167
N3 1.473 0.991 0.240
H5 2.115 1.251 0.967
H6 0.865 1.740 -0.078
C2 1.875 -2.178 1.168
H7 2.826 -2.394 1.672
H8 1.293 -1.648 1.916
H9 1.355 -3.062 0.769
O2 -1.451 3.598 -0.469
H10 -1.214 2.913 0.180
H11 -2.085 3.075 -0.977
O3 -3.573 -0.558 -1.087
H12 -2.763 -0.105 -0.767
H13 -3.354 -1.018 -1.897

---

Model R:
# C2H13N3O3

A cluster of 4 separate species, C2H13N3O3 in total (ωB97M-V with the def2-TZVPD basis set, OMol25).

Calculated values
M (g mol⁻¹): 127.14
Lowest unoccupied orbital energy (eV): 0.65
Orbital gap (eV): 10.41
SMILES: [H]/N=C(\N)NC.O.O.O

Positions of all 21 atoms, in Å:
H1 -0.864 1.232 -1.203
N1 -0.072 0.790 -0.763
C1 1.037 1.369 -0.968
N2 1.155 2.530 -1.750
N3 2.264 0.885 -0.592
C2 2.234 -0.399 0.101
H2 2.014 2.548 -2.284
H3 0.399 2.823 -2.327
H4 2.835 1.563 -0.111
H5 1.602 -0.435 0.991
H6 1.916 -1.218 -0.540
H7 3.262 -0.612 0.397
O1 -1.730 -0.877 0.820
H8 -1.019 -0.547 0.270
H9 -1.556 -1.810 0.994
O2 -4.047 -3.433 -0.789
H10 -3.500 -2.717 -0.387
H11 -4.912 -3.026 -0.864
O3 -0.076 0.527 3.221
H12 -0.673 -0.238 3.319
H13 -0.267 1.045 2.465

---

Model S:
# C2H13N3O3

A structure of composition C2H13N3O3 (ωB97M-V with the def2-TZVPD basis set, OMol25).

Calculated values
M (g mol⁻¹): 127.14
Lowest unoccupied orbital energy (eV): -4.40
Orbital gap (eV): 4.38

Positions of all 21 atoms, in Å:
C1 -0.014 -0.383 1.589
N1 -0.687 -0.913 0.374
C2 -1.640 -0.024 -0.202
N2 -2.045 -0.359 -1.544
N3 -2.705 0.185 0.628
H1 0.737 0.338 1.270
H2 -0.700 0.119 2.266
H3 0.484 -1.195 2.103
H4 -1.197 -1.750 0.636
H5 -2.852 -0.984 -1.531
H6 -1.231 -0.878 -1.900
H7 -3.099 1.113 0.459
H8 2.760 -0.457 0.319
H9 2.625 2.047 -0.442
O1 2.361 1.205 -0.057
H10 -1.077 0.985 -0.338
H11 3.283 -1.961 0.350
O2 2.530 -1.390 0.512
H12 1.305 1.199 -0.732
H13 0.672 1.923 -2.174
O3 0.490 1.179 -1.586

---

Which one sits at the top of the stability order? model R does.

---

Model P:
# C3H7N3O

A cluster of 2 separate species, C3H7N3O in total (ωB97M-V with the def2-TZVPD basis set, OMol25).

Calculated values
M (g mol⁻¹): 101.11
Lowest unoccupied orbital energy (eV): 1.03
Orbital gap (eV): 9.66

Positions of all 14 atoms, in Å:
C1 1.827 0.998 -0.528
N1 1.739 -0.415 -0.818
C2 1.127 -1.285 -0.245
N2 0.522 -2.283 0.194
C3 -1.258 0.142 0.275
O1 -1.873 -0.965 0.673
N3 -2.139 1.142 0.242
H1 2.572 1.184 0.253
H2 0.847 1.349 -0.189
H3 2.135 1.530 -1.431
H4 -1.188 -1.671 0.623
H5 1.071 -2.889 0.792
H6 -1.830 2.046 -0.077
H7 -3.122 1.024 0.467

---

Model Q:
# C3H7N3O

An isolated molecule of C3H7N3O (ωB97M-V with the def2-TZVPD basis set, OMol25).

Calculated values
M (g mol⁻¹): 101.11
Lowest unoccupied orbital energy (eV): 0.64
Orbital gap (eV): 8.12
SMILES: N[C@H]1[C@@]2(N)N[C@]12O

Positions of all 14 atoms, in Å:
N1 -2.030 0.425 -0.028
C1 -0.771 0.161 -0.722
C2 0.579 0.196 0.115
N2 1.076 1.508 0.367
N3 1.612 -0.711 -0.248
C3 -0.006 -1.046 -0.383
O1 -0.426 -2.213 0.228
H1 -1.899 1.148 0.676
H2 -2.334 -0.413 0.466
H3 -0.734 0.521 -1.749
H4 2.069 1.532 0.582
H5 0.624 1.925 1.177
H6 1.909 -0.441 -1.186
H7 0.331 -2.592 0.703

---

Which one sits at the top of the stability order? model P does.

---

Model P:
# C3H7N3O

An isolated molecule of C3H7N3O (ωB97M-V with the def2-TZVPD basis set, OMol25).

Calculated values
M (g mol⁻¹): 101.11
Lowest unoccupied orbital energy (eV): 0.45
Orbital gap (eV): 7.65

Positions of all 14 atoms, in Å:
C1 -0.397 -2.190 0.786
N1 0.682 -1.597 -0.096
C2 0.667 -0.188 -0.659
O1 1.312 0.072 -1.645
N2 -0.116 0.623 0.073
C3 -0.301 1.971 -0.241
N3 -1.053 2.687 0.479
H1 -1.343 -1.971 0.276
H2 -0.345 -1.633 1.733
H3 0.805 -2.184 -0.924
H4 1.567 -1.689 0.409
H5 -0.656 0.188 0.822
H6 0.261 2.273 -1.129
H7 -1.083 3.638 0.116

---

Model Q:
# C3H7N3O

An isolated molecule of C3H7N3O (ωB97M-V with the def2-TZVPD basis set, OMol25).

Calculated values
M (g mol⁻¹): 101.11
Lowest unoccupied orbital energy (eV): 0.25
Orbital gap (eV): 7.25

Positions of all 14 atoms, in Å:
C1 2.841 -0.164 0.270
N1 1.417 0.372 0.572
C2 0.262 0.116 -0.357
O1 0.437 -0.013 -1.536
N2 -0.947 0.043 0.282
C3 -2.144 -0.182 -0.407
N3 -3.236 -0.137 0.228
H1 3.035 0.250 -0.732
H2 2.663 -1.241 0.111
H3 1.536 1.384 0.647
H4 1.184 0.049 1.512
H5 -1.047 0.228 1.273
H6 -1.985 -0.382 -1.468
H7 -4.018 -0.324 -0.395

---

Which one sits at the top of the stability order? model P does.

---

Model P:
# C3H7N3O

An isolated molecule of C3H7N3O (ωB97M-V with the def2-TZVPD basis set, OMol25).

Calculated values
M (g mol⁻¹): 101.11
Lowest unoccupied orbital energy (eV): 1.06
Orbital gap (eV): 10.64

Positions of all 14 atoms, in Å:
C1 0.208 -0.024 -2.082
N1 0.475 -0.684 -0.809
C2 0.129 0.018 0.338
O1 0.357 1.446 0.381
N2 -1.219 0.233 0.987
C3 -0.151 0.994 1.666
N3 0.751 -0.188 1.683
H1 0.336 1.053 -1.953
H2 -0.803 -0.208 -2.464
H3 0.939 -0.373 -2.816
H4 0.129 -1.635 -0.776
H5 -1.428 -0.594 1.556
H6 -0.285 1.714 2.471
H7 1.722 0.139 1.618

---

Model Q:
# C3H7N3O

An isolated molecule of C3H7N3O (ωB97M-V with the def2-TZVPD basis set, OMol25).

Calculated values
M (g mol⁻¹): 101.11
Lowest unoccupied orbital energy (eV): 0.79
Orbital gap (eV): 10.12
SMILES: [H]/N=C(\[O-])[N@H+](C)/C=N/[H]

Positions of all 14 atoms, in Å:
H1 -1.663 1.970 -1.299
N1 -1.154 1.213 -0.876
C1 0.030 1.447 -0.446
O1 0.956 2.220 -0.368
N2 0.319 -0.053 0.275
C2 1.591 -0.680 -0.127
C3 -0.899 -0.797 -0.062
N3 -1.697 -1.058 0.878
H2 -2.463 -1.634 0.540
H3 0.291 0.087 1.288
H4 1.599 -0.827 -1.211
H5 1.695 -1.642 0.379
H6 2.424 -0.024 0.137
H7 -0.906 -1.144 -1.096

---

Model R:
# C3H7N3O

A cluster of 2 separate species, C3H7N3O in total (ωB97M-V with the def2-TZVPD basis set, OMol25).

Calculated values
M (g mol⁻¹): 101.11
Lowest unoccupied orbital energy (eV): 0.86
Orbital gap (eV): 9.24

Positions of all 14 atoms, in Å:
C1 0.006 -1.331 -0.890
N1 0.449 0.037 -1.059
C2 1.643 0.762 0.898
C3 -0.192 1.195 -0.608
O1 -1.641 0.257 0.923
N2 -1.145 1.390 0.215
N3 1.378 0.049 1.796
H1 -2.348 0.644 1.452
H2 1.164 0.188 -1.752
H3 0.874 -0.224 2.619
H4 0.145 2.105 -1.085
H5 -1.009 -1.345 -0.477
H6 0.647 -1.865 -0.195
H7 0.028 -1.861 -1.837

---

Model S:
# C3H7N3O

An isolated molecule of C3H7N3O (ωB97M-V with the def2-TZVPD basis set, OMol25).

Calculated values
M (g mol⁻¹): 101.11
Lowest unoccupied orbital energy (eV): 0.79
Orbital gap (eV): 10.39
SMILES: [H]/N=C/NC(=O)NC

Positions of all 14 atoms, in Å:
H1 -4.085 -0.479 -0.565
N1 -3.343 -0.415 0.128
C1 -2.244 -0.131 -0.441
N2 -1.091 0.008 0.312
C2 0.165 0.122 -0.278
O1 0.309 0.210 -1.486
N3 1.197 0.114 0.615
C3 2.575 0.152 0.175
H2 -2.065 0.030 -1.506
H3 -1.196 -0.184 1.299
H4 1.002 0.106 1.603
H5 2.575 0.028 -0.908
H6 3.144 -0.666 0.630
H7 3.056 1.105 0.421

---

Which one sits at the top of the stability order? model S does.